[1]
ORCA calculation (wB97M-V/def2-TZVPD) on the molecule C7H6N2O3 at a distorted geometry.

Results
LUMO (alpha / beta) (eV): -1.20 / -1.20
Molecular weight (g mol⁻¹): 166.1
Frontier orbital gap (alpha / beta) (eV): 7.07 / 7.07
HOMO level (alpha / beta) (eV): -8.271 / -8.272

CARTESIAN COORDINATES (ANGSTROEM)
C -0.59 3.97 0.23
C -0.06 2.88 0.06
C 0.22 1.52 -0.08
C -0.63 -0.64 -0.77
C 2.03 0.01 -0.31
C -0.91 0.58 -0.02
C -1.14 -1.89 -0.46
N 1.40 0.99 -0.01
N 2.81 -0.97 0.25
O 2.19 -2.05 0.39
O 3.96 -0.72 0.53
O -2.13 -2.15 0.60
H -0.54 4.99 0.13
H -1.03 0.31 1.05
H -1.68 1.21 -0.52
H -0.18 -2.49 -0.29
H -1.42 -2.50 -1.39
H -2.28 -3.05 0.62

=====

[2]
ORCA calculation (wB97M-V/def2-TZVPD) on the molecule C7H6N2O4S at a distorted geometry.

Results
LUMO (eV): -0.39
Molecular weight (g mol⁻¹): 214.2
Frontier orbital gap (eV): 9.64
HOMO level (eV): -10.032

CARTESIAN COORDINATES (ANGSTROEM)
O -1.25 -0.58 1.51
C -0.72 -0.14 0.53
O -1.49 0.42 -0.46
N -2.84 0.16 -0.55
S -3.33 -1.67 -0.58
N -3.65 1.10 0.15
O -4.70 0.65 0.48
O -3.24 2.23 0.25
C 0.74 0.00 0.24
C 1.15 0.78 -0.82
C 2.45 0.92 -1.07
C 3.32 -0.06 -0.54
C 2.88 -0.89 0.49
C 1.59 -0.89 0.83
H -3.33 -1.88 0.80
H 0.44 1.62 -1.14
H 2.76 1.46 -1.90
H 4.40 -0.09 -0.83
H 3.59 -1.71 0.89
H 1.21 -1.43 1.73